Entry 1:
This record from OMol25 describes C37H74Br3Cl9CsLiN2O12PS as an isolated structure at a distorted geometry. The level of theory is ωB97M-V/def2-TZVPD.

```
141
C37H74Br3Cl9CsLiN2O12PS | OMol25 | ωB97M-V/def2-TZVPD
C -5.46285 2.33014 2.13161
C -4.65112 0.98130 1.80712
C -5.57551 -0.08740 1.04986
C -4.90794 -0.68216 -0.28986
C -5.25059 0.17071 -1.60428
C -4.79150 1.70598 -1.52774
C -3.21207 1.90455 -1.37617
C -2.44957 1.95708 -2.79523
C -2.25294 3.51779 -3.17908
C -0.81229 4.03035 -2.69552
C -0.88308 4.98189 -1.38599
C 0.38828 5.95536 -1.30086
C 1.10176 5.73633 0.14425
C 2.51565 5.03314 -0.09091
C 3.08952 4.53906 1.33261
C 2.90559 2.95161 1.54700
C 3.77537 2.51582 2.83406
C 3.51993 0.99783 3.27640
C 4.83860 0.34938 3.92539
C 4.73720 -1.27420 3.92421
C 6.19697 -1.80946 4.26704
O 6.52903 -2.23896 5.61579
C 7.90768 -2.61174 5.47668
O 8.80418 -2.63418 6.43701
O 8.13728 -3.01392 4.07657
C 6.78160 -3.06365 3.48539
C 6.31303 -4.53657 3.88260
C 6.11196 -5.53633 2.65366
C 7.27332 -5.49985 1.54914
C 6.53632 -5.54982 0.10525
N 5.79248 -4.28273 -0.21736
C 6.63971 -3.43820 -1.06915
C 7.88887 -2.59565 -0.53867
O 6.41411 -3.38468 -2.29893
H -6.00243 2.23165 3.13900
H -4.69521 3.17463 2.19030
H -6.22944 2.52028 1.30756
H -3.70114 1.23764 1.22316
H -4.30787 0.53655 2.80059
H -6.62525 0.32259 0.82933
H -5.73312 -0.97169 1.77292
H -3.77712 -0.79939 -0.18053
H -5.34592 -1.73074 -0.43141
H -4.67263 -0.28780 -2.48219
H -6.36073 0.14333 -1.88007
H -5.08071 2.17169 -2.53787
H -5.29052 2.29408 -0.69391
H -3.03692 2.88142 -0.80545
H -2.78651 1.02493 -0.78997
H -1.46147 1.38996 -2.77866
H -3.16160 1.49865 -3.57414
H -2.27915 3.63749 -4.31672
H -3.11433 4.11210 -2.71210
H -0.19139 3.09784 -2.47031
H -0.28404 4.61766 -3.51037
H -0.98200 4.27868 -0.48753
H -1.83084 5.62643 -1.39149
H 0.11608 7.04939 -1.48618
H 1.09300 5.66275 -2.15223
H 0.48642 5.05190 0.81886
H 1.18140 6.74824 0.66285
H 3.20190 5.78079 -0.60379
H 2.40065 4.14752 -0.81757
H 2.49406 5.08465 2.13178
H 4.19514 4.81984 1.37508
H 3.20945 2.35064 0.62430
H 1.78444 2.77755 1.71846
H 3.40441 3.18849 3.68697
H 4.87192 2.77401 2.68008
H 3.11189 0.38611 2.39253
H 2.69961 1.00809 4.09431
H 4.91470 0.64036 5.02070
H 5.76392 0.66274 3.31075
H 3.95817 -1.62680 4.68480
H 4.47730 -1.55829 2.85240
H 6.96297 -0.98526 4.02367
H 6.77170 -2.84440 2.36115
H 6.96504 -5.03869 4.67327
H 5.27855 -4.42408 4.37887
H 6.12823 -6.59739 3.10006
H 5.09574 -5.44523 2.13455
H 7.91265 -6.45907 1.58208
H 8.00415 -4.63573 1.64468
H 5.72774 -6.36494 0.19364
H 7.22675 -5.88623 -0.73279
H 5.52156 -3.77996 0.63684
H 8.82099 -3.22402 -0.70329
H 7.96262 -1.67661 -1.21037
H 7.77604 -2.28896 0.56118
Li -3.35022 5.83209 -1.34401
C -11.50391 0.32934 2.00527
C -10.62988 -0.90830 2.12492
O -10.12151 -1.12988 0.80727
S -9.93808 0.29873 0.06371
O -8.56513 0.69729 0.18641
O -10.61648 0.24566 -1.19276
O -10.81595 1.18885 1.09257
H -12.47849 0.08517 1.57465
H -11.64650 0.82769 2.96402
H -11.18526 -1.77788 2.47445
H -9.77991 -0.72877 2.78968
C -6.21398 2.28470 -5.15203
O -6.51313 3.12635 -6.26123
P -5.29911 4.29985 -6.59693
O -5.86016 5.24394 -5.53099
O -5.94779 4.60343 -8.06590
C -7.35625 4.68844 -8.23222
O -3.97476 5.30923 -6.99531
C -4.11046 6.71341 -6.83362
H -6.93024 1.46223 -5.13273
H -5.20602 1.87414 -5.24744
H -6.29850 2.85134 -4.22155
H -7.83509 5.14859 -7.36480
H -7.76505 3.69022 -8.40204
H -7.56153 5.29480 -9.11336
H -3.99633 6.98284 -5.78286
H -5.06933 7.06324 -7.22185
H -3.30719 7.18987 -7.40141
C 10.45931 -5.94051 4.85660
Cl 10.46349 -4.57281 3.71299
Cl 11.90035 -6.97129 4.55575
Cl 10.50950 -5.31647 6.52757
Cl 8.96963 -6.89998 4.62648
Cl 2.93432 -0.00077 5.82843
Cs 10.50180 -2.18790 5.45730
Cl 14.03622 -7.50008 3.83490
C -6.20236 -3.11291 -3.94288
Cl -5.34557 -1.85305 -4.83937
Cl -5.07243 -4.00461 -2.90993
Cl -7.51054 -2.41501 -2.97874
H -6.63821 -3.80884 -4.65623
N -3.46591 -3.37161 0.56787
H -3.14722 -4.27205 0.93907
H -3.91337 -3.51593 -0.34222
H -4.13996 -2.95343 1.21682
H -2.66384 -2.74458 0.45935
C 8.40966 -9.51093 0.39740
Br 6.91082 -10.12586 1.46380
Br 7.83931 -8.86232 -1.33953
Br 9.47345 -8.19746 1.34426
H 9.04996 -10.37240 0.22076
```

HOMO-LUMO gap	1.75	eV
charge	+1
DFT total energy	-15096.6834	Ha
HOMO level	-6.93	eV

Atomic partial charges in e from the Mulliken method, atoms 1 to 8: C -0.95; C -0.43; C 0.01; C -0.29; C -0.33; C 0.32; C -0.31; C -0.78

=====

Entry 2:
This record from OMol25 describes a 8-piece molecular cluster, C5H25NO8S overall at a distorted geometry. The level of theory is ωB97M-V/def2-TZVPD.

```
40
C5H25NO8S | OMol25 | ωB97M-V/def2-TZVPD
C 1.81364 -0.46554 -0.96310
N 0.94471 -1.62993 -0.66419
C 1.64218 -2.93736 -0.52408
C -0.16296 -1.55212 0.19148
O -0.49721 -2.49808 0.85711
C -0.90079 -0.23973 0.37262
C -2.24999 -0.61712 -0.28320
S -2.43851 -0.00468 -2.05913
H 2.29098 0.11183 -0.16084
H 2.60697 -0.81393 -1.48463
H 1.18660 0.27638 -1.61931
H 2.71356 -2.77171 -0.37430
H 1.58027 -3.50555 -1.39189
H 1.23311 -3.49271 0.34582
H -1.15672 0.04560 1.36507
H -0.39694 0.79308 0.05357
H -3.27222 -0.32768 0.21677
H -2.35935 -1.76654 -0.43699
H -2.27680 1.30272 -2.01007
O 0.47912 -1.39155 3.58455
H 0.70008 -1.56048 2.65323
H -0.13936 -2.14938 3.80418
O -0.37916 3.64753 1.58340
H -0.74971 2.78236 1.63071
H 0.58795 3.64642 1.49147
O 2.94987 -0.33750 3.13969
H 2.53261 0.57909 3.15838
H 2.26261 -0.83762 3.69354
O -0.90930 1.18239 3.23500
H -1.61359 1.44888 3.77941
H -1.05474 0.23287 3.49028
O 1.68652 2.07724 -2.53897
H 1.44392 1.88066 -3.47218
H 1.06218 2.76565 -2.46712
O 0.33898 -1.09683 -3.82994
H -0.22073 -1.79782 -3.48468
H 0.06863 -0.35819 -3.23018
O -0.42734 3.74495 -0.99274
H -1.08072 3.13434 -0.84944
H -0.32966 4.11223 -0.17251
```

HOMO-LUMO gap	9.50	eV
DFT total energy	-1260.2820	Ha
ΔE to the lowest compared entry with this formula, charge and spin	2.1881	eV
SMILES string	CN(C)C(=O)CCS.O.O.O.O.O.O.O
HOMO level	-9.49	eV

Atomic partial charges in e from the Mulliken method, atoms 1 to 8: C -0.98; N 0.42; C -1.14; C -0.35; O -0.66; C 1.25; C -0.83; S -0.22

=====

Entry 3:
This record from OMol25 describes C4H7NO as an isolated structure at a distorted geometry. The level of theory is ωB97M-V/def2-TZVPD.

```
13
C4H7NO | OMol25 | ωB97M-V/def2-TZVPD
O 2.33730 -0.82131 -0.61444
N 1.76699 0.14336 0.26145
C 0.39420 0.09482 -0.00435
C -0.45095 -0.83915 -0.46170
C -1.64685 0.00826 -0.09541
C -0.63572 1.11357 0.34867
H 3.28415 -0.79885 -0.41599
H -0.30920 -1.79835 -0.94330
H 1.07356 -0.42753 1.07668
H -2.27446 0.30873 -0.93387
H -2.27824 -0.37857 0.71359
H -0.56560 1.94896 -0.35059
H -0.70210 1.49914 1.37254
```

HOMO-LUMO gap	9.14	eV
DFT total energy	-286.4214	Ha
ΔE to the lowest compared entry with this formula, charge and spin	5.7203	eV
HOMO level	-8.18	eV

Atomic partial charges in e from the Mulliken method, atoms 1 to 8: O -0.38; N -0.39; C 0.22; C -0.69; C -0.34; C -0.42; H 0.34; H 0.41

=====

Q: What is the DFT total energy in the first record?
A: -15096.6834 Ha

=====

Please write out number 2 again, unchanged.
This record from OMol25 describes a 8-piece molecular cluster, C5H25NO8S overall at a distorted geometry. The level of theory is ωB97M-V/def2-TZVPD.

```
40
C5H25NO8S | OMol25 | ωB97M-V/def2-TZVPD
C 1.81364 -0.46554 -0.96310
N 0.94471 -1.62993 -0.66419
C 1.64218 -2.93736 -0.52408
C -0.16296 -1.55212 0.19148
O -0.49721 -2.49808 0.85711
C -0.90079 -0.23973 0.37262
C -2.24999 -0.61712 -0.28320
S -2.43851 -0.00468 -2.05913
H 2.29098 0.11183 -0.16084
H 2.60697 -0.81393 -1.48463
H 1.18660 0.27638 -1.61931
H 2.71356 -2.77171 -0.37430
H 1.58027 -3.50555 -1.39189
H 1.23311 -3.49271 0.34582
H -1.15672 0.04560 1.36507
H -0.39694 0.79308 0.05357
H -3.27222 -0.32768 0.21677
H -2.35935 -1.76654 -0.43699
H -2.27680 1.30272 -2.01007
O 0.47912 -1.39155 3.58455
H 0.70008 -1.56048 2.65323
H -0.13936 -2.14938 3.80418
O -0.37916 3.64753 1.58340
H -0.74971 2.78236 1.63071
H 0.58795 3.64642 1.49147
O 2.94987 -0.33750 3.13969
H 2.53261 0.57909 3.15838
H 2.26261 -0.83762 3.69354
O -0.90930 1.18239 3.23500
H -1.61359 1.44888 3.77941
H -1.05474 0.23287 3.49028
O 1.68652 2.07724 -2.53897
H 1.44392 1.88066 -3.47218
H 1.06218 2.76565 -2.46712
O 0.33898 -1.09683 -3.82994
H -0.22073 -1.79782 -3.48468
H 0.06863 -0.35819 -3.23018
O -0.42734 3.74495 -0.99274
H -1.08072 3.13434 -0.84944
H -0.32966 4.11223 -0.17251
```

HOMO-LUMO gap	9.50	eV
DFT total energy	-1260.2820	Ha
ΔE to the lowest compared entry with this formula, charge and spin	2.1881	eV
SMILES string	CN(C)C(=O)CCS.O.O.O.O.O.O.O
HOMO level	-9.49	eV

Atomic partial charges in e from the Mulliken method, atoms 1 to 8: C -0.98; N 0.42; C -1.14; C -0.35; O -0.66; C 1.25; C -0.83; S -0.22